DFT (wB97M-V/def2-TZVPD) results for one molecule with the formula C10H12N2O2.

## Properties
DFT total energy in eV: -17637.2768
Maximum force in eV/Å: 5.5
Kohn-Sham gap in eV: 9.6
Energy relative to the best compared isomer or geometry (same formula, charge and spin) in kJ/mol: 223.71
E_HOMO in eV: -8.88

Each atom is followed by the atoms it is bonded to, with distances in Å.
Geometry (Å):
1 C 3.75 1.03 0.32  C2 1.371, C3 1.425, H15 1.071
2 C 2.74 1.27 1.22  C1 1.371, C4 1.418, H16 0.999
3 C 3.49 0.14 -0.76  C1 1.425, C5 1.363, H17 1.087
4 C 1.50 0.58 1.14  C2 1.418, C6 1.375, H18 0.980
5 C 2.33 -0.58 -0.79  C3 1.363, C6 1.419, H19 1.142
6 C 1.30 -0.35 0.16  C4 1.375, C5 1.419, C9 1.473
7 C -3.52 -0.17 0.34  N11 1.416, O13 1.209, O14 1.316
8 C -1.10 -0.28 0.38  C9 1.314, O14 1.401, H20 1.119
9 C -0.04 -0.95 -0.02  C6 1.473, C8 1.314, C10 1.509
10 C -0.12 -2.45 -0.15  C9 1.509, H22 1.146, H23 1.227, H24 1.143
11 N -3.55 1.15 -0.17  C7 1.416, N12 1.409, H21 1.015
12 N -4.73 1.89 -0.31  N11 1.409, H25 1.050, H26 1.031
13 O -4.54 -0.74 0.65  C7 1.209
14 O -2.39 -0.83 0.44  C7 1.316, C8 1.401
15 H 4.69 1.51 0.18  C1 1.071
16 H 2.94 2.00 1.87  C2 0.999
17 H 4.27 0.06 -1.52  C3 1.087
18 H 0.75 0.77 1.74  C4 0.980
19 H 2.28 -1.22 -1.73  C5 1.142
20 H -1.18 0.79 0.69  C8 1.119
21 H -2.85 1.75 0.26  N11 1.015
22 H -0.87 -2.91 0.58  C10 1.146
23 H 0.99 -2.91 0.09  C10 1.227
24 H -0.40 -2.76 -1.22  C10 1.143
25 H -5.34 1.45 0.42  N12 1.050
26 H -5.17 1.71 -1.23  N12 1.031